[1]
{
  "formula": "C9H6DyN2O5",
  "method": "wB97M-V/def2-TZVPD",
  "total_energy_ha": -1715.75014,
  "s_squared": 9.82,
  "relative_energy_kcal_mol": 246.4,
  "spin_multiplicity": 6,
  "gap_ev": [6.874, 7.180],
  "charge": 3,
  "homo_energy_ev": [-20.2, -23.2],
  "species": ["Dy", "O", "O", "O", "O", "O", "N", "N", "C", "C", "C", "C", "C", "C", "C", "C", "C", "H", "H", "H", "H", "H", "H"],
  "positions_angstrom": [[1.219, 1.001, -0.343], [0.920, -0.358, -3.140], [-0.552, 3.382, -1.315], [4.608, 2.879, -1.458], [2.802, -1.484, 0.691], [1.331, 2.257, 2.514], [-0.759, -0.097, 0.377], [-2.397, -1.512, 0.807], [-1.185, -1.355, 0.178], [1.329, 1.824, 1.469], [1.063, 0.158, -2.137], [2.266, -0.561, 0.306], [0.124, 2.542, -0.977], [-0.555, -2.404, -0.541], [-1.729, 0.599, 1.172], [3.607, 2.325, -1.129], [-2.746, -0.263, 1.445], [-0.369, -3.259, 0.125], [0.414, -2.080, -0.958], [-3.600, -0.123, 1.981], [-1.620, 1.597, 1.464], [-2.976, -2.342, 0.844], [-1.198, -2.726, -1.375]],
  "mulliken_spin": [3.575, 0.101, 0.101, 0.002, 0.107, 0.102, 0.000, -0.018, 0.194, 0.002, -0.002, 0.007, -0.014, 0.034, 0.372, 0.013, 0.363, 0.032, -0.011, 0.010, 0.001, -0.004, 0.032]
}

[2]
{
  "formula": "C9H6N2",
  "method": "wB97M-V/def2-TZVPD",
  "total_energy_ha": -455.75777,
  "relative_energy_kcal_mol": 170.7,
  "gap_ev": [6.831, 7.793],
  "charge": 0,
  "homo_energy_ev": [-7.7, -8.4],
  "species": ["N", "N", "C", "C", "C", "C", "C", "C", "C", "C", "C", "H", "H", "H", "H", "H", "H"],
  "positions_angstrom": [[0.787, -0.117, -0.142], [1.647, -0.016, -1.290], [2.759, 0.564, 0.617], [2.818, 0.347, -0.808], [1.473, 0.272, 0.949], [-3.410, -0.065, 0.055], [-1.439, -1.012, -0.927], [-2.935, -0.860, -0.901], [-1.563, 1.157, 1.327], [-0.536, -0.380, -0.163], [-2.606, 0.630, 0.918], [-3.460, -1.541, -1.631], [3.698, 0.767, 1.194], [-1.133, -1.815, -1.477], [0.895, 0.356, 1.912], [3.663, 0.375, -1.467], [-0.657, 1.338, 1.833]],
  "lowdin_charge": [-0.130, 0.108, -0.059, -0.151, -0.119, -0.049, -0.054, -0.124, 0.155, 0.009, -0.132, 0.110, 0.112, 0.079, 0.126, 0.100, 0.018]
}

Q: What is the charge in the first record?
A: +3